# C8H14N4

The ion C8H14N4 with charge +2 at a distorted geometry (ωB97M-V/def2-TZVPD, OMol25).

The geometry in XYZ format:
```
26
Properties=species:S:1:pos:R:3:forces:R:3:mulliken_charge:R:1
H 0.9641 1.6684 -0.9074 0.8061 -0.7986 0.1994 0.547
C -1.7066 1.2706 -0.2289 0.6127 -0.3029 -0.6720 -0.470
H 2.2769 -2.1590 -1.1229 0.2975 1.2244 -0.1296 0.312
N 2.5738 -1.2285 -0.7513 -0.9096 -2.0733 -0.9708 -0.305
C -1.6206 -1.1587 -0.1434 -3.4896 -0.3918 0.9219 -0.555
H -1.2146 2.2003 -0.4124 0.1000 0.6753 0.5197 0.383
N 1.9932 -0.1449 -1.2395 1.2005 0.0464 1.1876 0.155
H -4.9165 -0.0635 -0.1304 2.4512 0.3085 0.7445 0.351
H 3.4586 -1.3097 -0.2799 0.3976 0.9668 0.3802 0.268
H 2.9826 2.2766 0.4668 -0.7881 -0.6482 -0.3883 0.356
C -3.7472 -0.0188 -0.0285 -2.2595 -2.4569 -0.6578 -0.296
H 1.7002 1.6180 1.4581 -0.4512 0.7052 1.3953 0.484
C 2.3726 1.3677 0.6865 2.9791 0.5697 1.3416 -1.277
C -3.0280 -1.2394 0.0311 1.2702 0.9414 -0.6614 -0.588
C -3.0659 1.1619 -0.1587 0.8619 -0.3628 0.6070 -0.735
C 1.4933 0.8526 -0.3470 -1.6494 0.4304 -1.3130 -0.233
H -3.5730 2.0004 0.1263 -1.5137 2.5304 -0.3794 0.446
H 0.5862 -1.8345 1.2792 -1.6299 -1.0505 0.1230 0.245
H 1.8843 -0.0458 -2.2067 -0.5912 -0.1795 -1.7074 0.252
C -0.9773 0.0837 -0.1797 1.2584 -2.3537 0.9663 1.140
H -1.1928 -2.1276 -0.1696 1.1960 -0.4742 0.0573 0.489
H 3.1518 0.6729 1.1212 -0.9473 0.3851 -0.6220 0.301
N 0.3660 0.0392 0.2532 1.9409 -1.7980 1.5288 0.560
N 1.0034 -0.9927 0.9981 0.0245 3.6257 -0.8645 -0.505
H 1.7458 -0.6818 1.6824 -1.3192 0.0220 -1.2581 0.276
H -3.5103 -2.2074 0.2034 0.1524 0.4590 -0.3483 0.399
```
Forces are in eV/Å.

The HOMO-LUMO gap (alpha / beta) is 6.5 / 6.7 eV. Its charge is +2.

=====

# C4H10O

An isolated molecule of C4H10O at a distorted geometry (ωB97M-V/def2-TZVPD, OMol25).

The geometry in XYZ format:
```
15
Properties=species:S:1:pos:R:3:forces:R:3:mulliken_charge:R:1
H 2.2427 0.0912 0.4553 0.1681 0.0533 -0.0655 0.284
H 0.0370 1.1683 -0.1929 0.8825 1.0627 -3.0885 0.311
H -1.5294 1.1059 1.5685 0.3132 -0.5474 -0.4534 0.369
H -0.4659 -0.2921 1.9627 -0.2591 -0.3505 0.6804 0.348
H 2.2493 0.2421 -1.3357 -0.0221 0.0056 0.1191 0.287
H 2.6554 -1.3158 -0.5578 -0.1238 0.2126 0.0019 0.232
H -2.3453 0.3922 -0.8028 -0.1545 -0.0572 0.0477 0.353
H -1.8382 -1.2525 -0.3289 -0.1528 0.1892 -0.0866 0.303
C -1.5624 -0.3565 -0.9003 0.0921 0.3553 0.4937 -1.212
C 2.0296 -0.4196 -0.4891 0.0460 -0.0974 0.1845 -0.676
C -0.2679 0.1550 -0.2678 -0.8855 0.1625 2.7292 0.361
H 0.1639 1.3689 1.9297 -0.1625 -0.8051 -1.2226 0.333
O 0.6858 -0.8488 -0.5104 -0.1318 0.6216 0.5003 -0.327
H -1.5189 -0.6757 -1.9569 0.4973 0.4059 0.4497 0.313
C -0.5357 0.6374 1.4262 -0.1071 -1.2111 -0.2898 -1.280
```
Forces are in eV/Å.

As for the SMILES: COC(C)C. The HOMO-LUMO gap is 10.0 eV.

=====

# C20H36IMoN5OP2S

A structure of composition C20H36IMoN5OP2S (ωB97M-V/def2-TZVPD, OMol25).

The geometry in XYZ format:
```
67
Properties=species:S:1:pos:R:3:forces:R:3:mulliken_charge:R:1
H -1.1990 -2.9544 -2.9070 0.0015 -0.0012 -0.0033 0.284
H -1.9999 5.7400 0.3617 0.0012 -0.0043 -0.0019 0.339
C 4.8090 -2.8637 0.8682 -0.0014 -0.0204 0.0145 -0.890
H 3.3576 0.7484 2.3333 -0.0051 0.0025 -0.0012 0.363
N -1.6587 2.6325 0.3324 0.0474 -0.0159 -0.0678 -0.957
H -4.1553 5.5074 -0.9116 0.0005 0.0014 -0.0006 0.366
C 2.5241 -2.1346 0.6286 0.0007 -0.0069 -0.0113 -0.257
N -0.9398 1.3937 -2.8961 -0.0107 -0.0030 -0.0150 -0.227
H 1.2847 3.6119 1.8067 0.0480 0.0351 -0.0010 0.321
H -3.3074 0.1188 -2.5089 -0.0111 0.0129 -0.0241 0.248
C -3.2671 -3.0036 -1.0111 -0.0099 0.0110 0.0049 -1.514
H 3.1826 2.0986 3.4691 -0.0002 0.0040 0.0020 0.388
C -2.0469 -2.2940 -3.0868 -0.0697 0.0059 -0.0113 -1.343
N -1.2230 1.6914 -0.5839 -0.0387 0.0945 0.0321 0.458
C -3.7331 -0.7539 -2.0144 0.0008 -0.0294 0.0180 -1.390
C 3.4569 -3.0254 1.1452 -0.0015 -0.0032 -0.0022 -0.598
C -4.0864 5.2216 0.1389 -0.0009 -0.0014 0.0069 -1.217
C 0.4033 -3.8108 -0.2395 0.0128 0.0043 -0.0117 -1.142
H -2.5892 4.6303 1.5954 -0.0061 0.0045 0.0007 0.244
H 1.0515 -4.0342 2.5876 -0.0001 0.0006 -0.0155 0.504
N -1.6233 -1.2180 -0.9455 -0.1236 -0.0338 -0.0468 -0.673
H -4.1464 -3.3623 -1.5461 0.0047 -0.0123 0.0059 0.472
H -2.5597 -3.8282 -0.9423 0.0016 -0.0106 0.0241 0.338
N 0.7922 2.8369 2.2218 -0.1049 0.0824 -0.1771 -0.134
H 6.2934 -1.7003 -0.1513 0.0001 -0.0029 0.0007 0.444
C 4.3235 -0.9059 -0.4372 -0.0045 -0.0235 0.0149 -0.738
C 1.4270 1.6832 2.3526 0.1709 0.0062 0.4293 0.830
C -2.6633 -1.8213 -1.7693 0.0999 0.0294 0.0086 1.141
H -2.7924 -2.8483 -3.6572 0.0074 0.0118 -0.0144 0.435
H -4.4434 6.0614 0.7312 -0.0037 0.0002 -0.0031 0.375
I -1.2847 0.2511 2.7649 -0.0571 0.0426 0.0101 0.125
C 0.7707 0.6307 3.2074 -0.0045 -0.0429 -0.0272 -1.010
H 3.3409 2.4210 1.7370 0.0042 0.0038 0.0074 0.440
H -4.5150 -1.1617 -2.6551 -0.0004 0.0033 0.0059 0.489
H -0.2108 2.8343 2.0655 -0.0614 0.0107 0.0519 -0.026
H -0.7658 0.4092 -2.7506 0.0047 0.0058 0.0080 0.043
H 3.1418 -3.8652 1.7519 -0.0012 0.0038 0.0001 0.382
H 3.3365 1.8250 -1.1817 -0.0010 0.0116 -0.0094 0.459
H -1.2165 1.6819 -3.8199 0.0004 0.0056 0.0038 0.304
Mo -0.5182 -0.3482 0.0279 0.0189 -0.1074 0.0779 0.310
H 0.8557 -2.4152 3.2706 -0.0090 -0.0094 0.0049 0.385
H -4.7521 4.3757 0.3086 -0.0005 0.0012 0.0000 0.334
H 4.6729 -0.0847 -1.0493 -0.0017 0.0031 -0.0044 0.431
H 1.7277 2.1460 -1.8837 -0.0031 0.0034 0.0044 0.320
C 2.9704 -1.0587 -0.1531 0.0185 -0.0083 0.0194 0.442
H 0.7875 0.9628 4.2443 -0.0061 -0.0005 0.0037 0.683
C -1.3507 2.1028 -1.8254 0.0181 -0.0102 -0.0104 0.156
P 0.7197 -2.3754 0.8287 -0.0200 0.0104 0.0006 1.412
C -2.1098 3.7049 -0.2147 -0.0147 -0.0092 -0.0004 0.309
H 1.1028 -4.6136 -0.0058 -0.0003 -0.0006 0.0001 0.540
P 1.7074 0.1329 -0.6168 0.0066 0.1523 0.0072 1.627
H 2.7805 0.9199 -2.6061 -0.0018 -0.0014 -0.0002 0.470
H 5.5252 -3.5696 1.2670 0.0006 0.0011 0.0002 0.441
H 0.5157 -3.5235 -1.2836 0.0073 -0.0063 0.0012 0.215
C 2.4681 1.3778 -1.6661 0.0182 0.0024 0.0035 -1.451
O 1.2105 0.8070 0.7637 0.0220 -0.1870 -0.2959 0.125
H -0.6140 -4.1598 -0.0714 -0.0071 -0.0006 -0.0056 0.295
C 5.2414 -1.8148 0.0715 0.0071 0.0242 -0.0193 -0.723
H -0.5489 -3.2871 2.6453 -0.0021 0.0025 0.0009 0.437
C 2.9228 1.7356 2.4733 -0.0208 -0.0301 -0.0490 -1.495
H -1.7202 -1.4544 -3.7038 0.0266 0.0006 0.0211 0.355
C -2.6497 4.8786 0.5351 0.0038 -0.0132 -0.0017 -0.366
C 0.5127 -3.0922 2.4893 0.0062 0.0160 0.0085 -1.608
H -4.1869 -0.4376 -1.0746 0.0000 -0.0055 0.0030 0.364
S -2.0537 3.6704 -1.9582 0.0230 -0.0293 0.0311 -0.181
H 1.2877 -0.3173 3.1113 0.0269 0.0235 -0.0029 0.113
H -3.5734 -2.7059 -0.0080 -0.0057 -0.0038 -0.0027 0.380
```
Forces are in eV/Å.

The HOMO-LUMO gap is 7.8 eV. Its charge is +2.

=====

# C20H35IO9

A cluster of 3 separate species, C20H35IO9 in total at a distorted geometry (ωB97M-V/def2-TZVPD, OMol25).

The geometry in XYZ format:
```
65
Properties=species:S:1:pos:R:3:forces:R:3:mulliken_charge:R:1
H 8.1006 3.2225 2.6976 -0.0598 0.1133 -0.0118 0.322
H 1.9462 -0.1301 -0.2651 -0.1429 -0.0931 1.6707 0.309
H 6.5756 1.5578 3.7952 -0.0624 -0.0514 -0.0934 0.333
H -4.3906 0.6724 3.9145 0.4433 1.5469 -0.1998 0.226
H -4.8443 2.2830 4.6732 1.2384 -0.7958 -1.0510 0.304
C 0.7805 -1.5922 1.0255 0.6532 1.0033 1.2113 -0.474
H -1.9358 -1.7923 -5.5915 -0.0207 0.0605 -0.0237 0.276
C -3.3979 -0.5157 1.2524 -0.9465 -1.5849 -0.9143 0.280
H 7.5321 0.0722 3.8935 -0.0394 -0.0023 0.0017 0.382
H 6.2886 -0.9254 1.9852 0.0679 0.1015 0.0084 0.365
C -3.7808 2.5344 2.6523 0.3448 -1.3950 -0.1968 -0.285
H 6.5385 0.6177 0.1736 -0.0476 -0.0048 0.0673 0.437
H -2.8778 0.0073 2.1215 -1.0389 -0.5661 -1.2387 -0.024
H -2.6810 2.3088 2.3597 -1.7966 0.4317 0.2206 0.126
C 7.7122 2.5741 1.9070 0.1620 -0.1207 0.0193 -0.691
O -1.1067 0.2113 -4.1983 0.0281 0.0853 -0.3881 -0.254
H -5.4056 -1.1796 2.0040 0.5635 1.4724 -1.1243 0.369
C 0.1144 0.0920 -4.9183 -0.0827 -0.0187 0.2021 -0.805
O -0.6057 -4.5558 2.3010 -5.0354 2.2399 -2.0986 -0.543
O 7.9350 1.2127 2.2557 -0.4080 0.1395 0.0558 -0.378
C 5.8783 -0.0720 2.5361 -0.1170 0.4222 0.1590 -0.451
C -4.0498 1.7550 4.0278 0.2607 0.4237 0.7590 -0.858
O -2.8805 -4.4195 1.4803 0.0714 0.4723 0.2385 -0.282
O -4.5330 2.5308 0.2833 -0.6818 -2.6462 4.0703 -0.559
H 1.3957 -2.4685 1.4215 -1.1611 1.0445 -0.7648 0.440
H 0.7713 0.9295 -4.6657 0.0917 0.0155 -0.0931 0.307
C -0.4478 -1.2399 2.0466 -0.1712 -0.6957 -1.1464 -0.251
H -3.0166 -0.1261 0.2358 -0.2990 -0.5399 1.6786 0.315
H -1.4329 1.9082 -5.3616 -0.0544 -0.0991 -0.0528 0.324
C -1.9924 1.1677 -4.7788 -0.2004 -0.3614 0.2711 -0.498
H -3.3018 -2.0496 -6.7133 0.0047 -0.1084 0.0708 0.326
C -2.3366 -1.5521 -6.5797 -0.0422 0.0578 -0.1996 -0.684
H 5.0340 -0.3072 -0.0945 0.0780 -0.0426 -0.1070 0.338
H -0.7456 -0.1515 1.8053 0.0503 -1.9260 0.2737 0.113
C -4.9981 -0.4032 1.2454 -0.2335 -1.6127 0.3408 -0.647
C -3.0617 0.4939 -5.6338 0.3369 0.2250 -0.2618 -0.485
H -1.6457 -1.9247 -7.3390 -0.0770 0.1080 0.0260 0.248
O 5.0851 0.7479 1.6789 0.3541 -0.1386 -0.0919 -0.336
H 0.5964 -0.8380 -4.6139 -0.0480 0.0559 0.0622 0.216
C 5.4543 0.6183 0.3110 -0.1902 0.0481 0.0090 -0.863
C -1.5964 -3.8957 1.8854 3.2025 0.3896 1.3047 0.293
H 6.6530 2.7873 1.7447 0.0186 -0.0344 0.0271 0.290
H 8.2558 2.7794 0.9840 0.0277 -0.0669 0.0763 0.246
H 5.0310 1.4620 -0.2384 -0.0184 -0.0615 0.1239 0.243
H 1.2723 0.6365 1.3014 0.8409 -1.4308 -0.7138 0.266
H -2.4823 1.6930 -3.9531 -0.0133 0.0046 -0.0306 0.367
H -3.8387 3.6783 2.7313 -0.2583 -1.8405 -0.2011 0.391
H -3.0640 1.7173 4.6368 -1.6654 0.1987 -0.9203 0.272
H -3.7430 1.2605 -6.0078 -0.0480 0.0564 -0.0031 0.380
C 1.7653 -0.3015 0.8491 -0.4197 -0.4894 -0.0275 -0.556
C -2.9891 -2.0866 1.3990 2.3845 2.5857 0.6666 0.348
I -0.0028 -2.1309 -0.9673 0.3339 0.1540 0.8166 0.086
H -3.6500 -0.2143 -5.0400 0.1135 0.0197 0.0337 0.314
H -0.0477 0.0656 -5.9984 -0.0301 0.0190 0.0338 0.363
H 5.2146 -0.4637 3.3098 -0.0309 -0.0367 0.0724 0.367
O -5.0471 -3.5463 0.8327 5.1154 0.1324 1.6322 -0.520
O -2.4925 -0.1521 -6.7712 0.0444 -0.1423 0.3961 -0.382
O -5.5383 0.8826 1.6561 2.1455 1.1465 -0.5540 -0.344
H -0.1149 -1.2425 3.1429 -0.3455 -0.3266 -1.5943 0.307
H -5.4595 -0.7141 0.2333 1.0267 0.6474 1.4525 0.307
C -1.6345 -2.2838 1.7803 -3.7503 -1.8872 -0.4988 -0.276
C -3.8674 -3.3946 1.1899 0.2319 1.0857 -0.4170 0.320
H 2.7657 -0.5064 1.3626 -1.4214 0.4374 -0.6533 -0.012
C 6.9892 0.7301 3.2079 0.2418 -0.2881 -0.3198 -0.595
C -4.6485 1.9654 1.3990 0.4818 2.4631 -2.0606 0.542
```
Forces are in eV/Å.

As for the SMILES: CCC(=O)OCCC1=C(C[C@H](C)I)C(=O)OC1=O.COCCOC.COCCOC. The HOMO-LUMO gap is 8.0 eV.

=====

| no. | electronic energy (a.u.) |
| --- | --- |
| 1 | -531.441012 |
| 2 | -233.557967 |
| 3 | -2579.091427 |
| 4 | -1757.691659 |